{"formula": "C2H9N2S2", "method": "ωB97M-V/def2-TZVPD", "species": ["C", "C", "N", "N", "S", "S", "H", "H", "H", "H", "H", "H", "H", "H", "H"], "positions_angstrom": [[1.8518, -0.3371, -0.1490], [0.3731, -0.1493, 0.0515], [-0.4289, -1.2164, 0.2473], [2.4535, 0.9206, -0.2880], [0.0629, 1.5322, -0.0141], [-3.3352, 0.1317, 0.2190], [1.9497, -1.0912, -0.9806], [2.3157, -1.0014, 0.7279], [-1.4254, -1.0689, 0.5643], [0.1042, -2.0850, 0.5338], [2.4466, 1.1395, -1.3737], [3.3535, 1.1832, -0.0058], [-4.3897, 0.0251, -0.7528], [-1.2805, 1.2458, 0.2568], [-4.0512, 0.7712, 0.9634]], "lowdin_charge": [-0.34, -0.61, 0.13, -0.09, 1.00, 0.65, 0.15, 0.19, 0.02, 0.17, 0.16, 0.08, -0.06, -0.17, -0.27], "homo_ev": -13.7, "total_charge": 1, "e_above_lowest_kcal_mol": 48.9}